No. 1
{"formula": "C14H30NO11PS2", "method": "ωB97M-V/def2-TZVPD", "symbols": ["C", "O", "C", "C", "C", "C", "O", "P", "O", "O", "O", "C", "O", "N", "O", "H", "H", "H", "H", "H", "H", "H", "H", "H", "H", "H", "H", "H", "H", "C", "C", "C", "S", "O", "O", "C", "H", "H", "H", "H", "H", "H", "H", "H", "C", "C", "C", "S", "O", "O", "C", "H", "H", "H", "H", "H", "H", "H", "H"], "xyz": [[7.71368, 3.35491, 1.99277], [7.01457, 2.27734, 1.36910], [5.76339, 2.69459, 0.85574], [4.68819, 2.70575, 1.96326], [3.41080, 1.92066, 1.58107], [2.27608, 2.44835, 2.45162], [1.10887, 1.61329, 2.33011], [-0.17588, 2.16346, 3.11250], [-0.94769, 1.03910, 3.63172], [0.26124, 3.11428, 4.32409], [-1.06893, 3.02290, 2.09830], [-0.48667, 4.21855, 1.63699], [-1.53193, 5.16069, 1.46640], [-1.05534, 6.26799, 0.67473], [-0.41348, 6.99547, 1.30414], [7.02640, 4.14078, 2.31996], [8.22499, 2.94587, 2.86456], [8.42645, 3.75917, 1.26737], [5.43617, 1.98996, 0.08714], [5.83367, 3.68687, 0.39388], [4.35007, 3.73444, 2.15197], [5.04648, 2.30929, 2.91555], [3.20347, 2.07349, 0.51818], [3.55101, 0.84929, 1.74560], [2.66992, 2.47784, 3.47575], [2.10822, 3.48471, 2.13713], [0.98103, 2.70879, 4.82243], [0.06433, 4.06283, 0.69854], [0.22715, 4.63922, 2.35790], [-0.77326, -2.54863, -1.43022], [-1.73816, -1.36101, -1.55321], [-1.79312, -0.67449, -0.18352], [-0.21009, -0.99245, 0.60569], [-0.42277, -1.82148, 1.76153], [0.54617, 0.23512, 0.68684], [0.45831, -2.01608, -0.70745], [-0.51554, -2.96296, -2.40552], [-1.23577, -3.34131, -0.83560], [-1.35882, -0.66358, -2.30353], [-2.73468, -1.67049, -1.86953], [-1.93368, 0.40007, -0.26797], [-2.57055, -1.10059, 0.44794], [1.08390, -2.79562, -0.27831], [1.05149, -1.37445, -1.35881], [-4.39441, -5.72605, -2.70226], [-5.53173, -5.56616, -3.71896], [-5.96405, -4.09509, -3.69573], [-4.51476, -3.15183, -3.20128], [-4.77865, -2.54658, -1.91940], [-4.03766, -2.37583, -4.31670], [-3.44035, -4.56418, -2.95867], [-3.89014, -6.68557, -2.80649], [-4.79361, -5.66305, -1.68761], [-5.16864, -5.82774, -4.71493], [-6.36994, -6.22380, -3.49380], [-6.29233, -3.74966, -4.67273], [-6.74333, -3.91613, -2.95741], [-2.76373, -4.36925, -2.13114], [-2.87633, -4.71099, -3.87971]], "atomic_forces_ev_per_a": [[-0.1, -0.5, -0.3], [-0.1, 0.3, -0.2], [-0.3, -0.3, 0.6], [-0.9, 0.2, -0.3], [0.3, 0.2, 0.1], [1.0, -0.4, -0.7], [0.7, 2.9, 1.9], [-1.4, -3.0, 0.9], [-0.2, 0.1, -0.4], [0.4, 0.8, -1.0], [1.0, 0.9, 0.3], [0.5, 0.6, 0.0], [-0.3, -0.7, 0.0], [-0.1, 0.2, -0.3], [0.2, 0.1, 0.1], [0.1, 0.0, 0.0], [0.1, 0.1, -0.1], [0.1, 0.2, 0.2], [0.4, -0.1, 0.0], [0.1, -0.1, -0.1], [0.3, 0.0, 0.1], [0.4, 0.0, -0.2], [-0.2, -0.1, 0.1], [-0.1, 0.1, -0.1], [-0.3, -0.1, 0.1], [-0.3, -0.1, 0.1], [-0.1, 0.0, 0.1], [-0.4, -0.2, -0.1], [-0.1, -0.2, 0.1], [-0.1, 0.1, 0.0], [0.0, 0.0, -0.1], [-0.2, 0.0, -0.3], [-0.1, 0.1, -0.3], [0.2, 0.0, 0.0], [-0.4, -1.1, -1.0], [0.0, -0.2, -0.2], [0.0, 0.0, 0.0], [0.1, 0.0, 0.0], [0.0, 0.0, 0.0], [0.2, 0.2, 0.1], [0.0, 0.0, 0.2], [0.1, 0.0, 0.1], [0.0, 0.1, 0.1], [0.0, 0.0, 0.0], [-0.1, 0.0, 0.0], [0.1, 0.0, 0.0], [-0.2, -0.3, -0.1], [-0.1, -0.4, -0.3], [0.0, 0.1, -0.1], [0.0, 0.2, 0.2], [0.0, -0.3, 0.1], [0.0, 0.0, 0.0], [0.0, 0.0, 0.0], [0.0, 0.0, 0.0], [0.0, 0.0, 0.0], [0.0, 0.2, 0.1], [0.1, 0.1, 0.0], [0.0, 0.1, 0.0], [0.0, 0.1, 0.0]], "total_charge": 0, "orbital_gap_ev": 9.28, "lumo_energy_ev": -0.54, "largest_force_ev_per_a": 3.53, "multiplicity": 1}


No. 2
{"formula": "C14H30NO12", "method": "ωB97M-V/def2-TZVPD", "symbols": ["N", "H", "H", "H", "H", "C", "C", "C", "O", "C", "C", "C", "O", "O", "O", "H", "H", "C", "C", "O", "O", "H", "H", "H", "H", "H", "H", "C", "C", "O", "O", "H", "H", "H", "H", "H", "H", "C", "C", "O", "O", "H", "H", "H", "H", "H", "H", "C", "C", "O", "O", "H", "H", "H", "H", "H", "H"], "xyz": [[2.39677, -0.82086, -4.23631], [1.81299, -0.12398, -3.79622], [3.26375, -0.95053, -3.73468], [2.62149, -0.34600, -5.09893], [1.99681, -1.72314, -4.45079], [3.47986, -3.34374, -8.37954], [2.86785, -2.28925, -7.58599], [3.57519, -0.83094, -7.57597], [3.11142, 0.13619, -6.90221], [4.72771, -0.76366, -8.44050], [5.27137, -1.79957, -9.12526], [4.64569, -3.17523, -9.10077], [5.05834, -4.20981, -9.74829], [6.27107, -1.58209, -9.90388], [1.79295, -2.45688, -7.01318], [3.02264, -4.31796, -8.28863], [5.18508, 0.20329, -8.58958], [-0.54158, 2.33942, -5.11124], [0.83158, 1.85172, -4.52142], [0.73960, 1.28871, -3.26537], [-1.26828, 3.12265, -4.17626], [-1.04766, 1.56601, -5.68900], [-0.18144, 3.10582, -5.79756], [1.40619, 2.77794, -4.51398], [1.22421, 1.15743, -5.26433], [-0.05783, 1.68600, -2.90780], [-2.08261, 3.39047, -4.60841], [-1.57754, -2.79023, -5.96592], [-2.71879, -2.17096, -6.86217], [-2.51667, -2.06148, -8.30173], [-0.56362, -1.68104, -5.74739], [-1.07139, -3.68488, -6.32856], [-2.02820, -3.15202, -5.04173], [-3.13720, -1.25984, -6.43451], [-3.47024, -2.95987, -6.89485], [-3.36556, -1.80563, -8.66987], [0.18037, -1.99131, -6.26876], [2.72499, -5.07940, -4.47456], [3.88470, -5.62850, -5.38228], [5.12326, -5.19489, -4.87144], [2.97303, -3.77436, -4.28623], [2.87050, -5.61298, -3.53530], [1.74489, -5.42204, -4.80639], [3.76873, -5.23382, -6.39168], [3.90487, -6.71760, -5.42186], [5.58898, -4.91216, -5.66186], [3.84009, -3.81955, -3.87665], [5.63043, -0.79620, -2.68441], [4.93097, -0.37150, -1.36623], [3.59875, -0.83655, -1.27654], [4.95333, -0.39409, -3.87184], [5.51512, -1.87672, -2.76976], [6.67141, -0.50061, -2.81513], [4.97841, 0.71729, -1.38590], [5.60654, -0.65485, -0.55912], [3.14629, -0.43667, -0.53023], [5.59203, -0.04784, -4.49934]], "atomic_forces_ev_per_a": [[0.0, 0.1, -0.2], [-0.9, -0.4, 1.1], [0.2, 0.2, 0.2], [0.6, -0.2, -1.5], [-0.6, -0.3, 0.0], [-1.3, 0.5, 1.7], [-0.2, 1.8, 0.1], [0.3, -0.2, -0.3], [0.4, -1.9, -0.6], [-2.7, 1.8, 2.7], [4.0, -0.8, -4.1], [1.4, -3.0, -2.2], [-0.3, 2.9, 1.4], [-2.3, -1.1, 1.9], [0.7, -0.1, -0.1], [-0.1, -0.1, -0.3], [0.1, 0.1, 0.1], [2.0, 0.9, -0.7], [-1.6, 1.6, -1.8], [-0.1, -0.5, 0.8], [-0.3, -1.0, 0.7], [-0.5, -0.1, 0.6], [0.0, -0.4, -0.9], [0.6, -0.2, 0.2], [0.2, 0.1, 0.0], [-0.2, -0.1, 0.6], [-0.1, 0.0, 0.1], [0.5, 2.9, -1.1], [-0.3, -2.5, -0.6], [1.3, 0.5, 0.9], [-1.7, -2.1, 0.4], [0.0, 0.3, -0.7], [-0.1, 0.7, 0.3], [0.4, 0.1, 0.1], [-0.6, 0.0, 1.0], [0.0, 0.0, 0.0], [0.6, 0.3, -0.2], [1.6, -4.0, -0.5], [-1.5, -0.4, -0.2], [0.3, 0.4, 0.1], [-0.6, 2.8, 0.4], [-0.2, -0.2, 0.4], [-0.1, 0.9, -0.5], [-0.2, -0.1, -0.1], [-0.4, -0.1, 0.0], [0.5, 0.2, 0.3], [0.4, 0.7, 0.0], [-1.1, -1.4, -0.1], [1.2, 1.3, -1.2], [0.5, -0.5, -0.5], [-0.1, 1.0, 0.1], [0.7, -0.4, 0.6], [0.0, 0.0, 0.9], [-0.4, 0.3, 0.2], [-0.3, -0.5, 0.3], [0.1, 0.1, 0.0], [-0.2, 0.1, -0.1]], "total_charge": 0, "orbital_gap_ev": [7.76, 5.37], "lumo_energy_ev": [-0.26, -2.20], "largest_force_ev_per_a": 5.80, "s_squared": 0.790, "multiplicity": 2}


No. 3
{"formula": "C14H30O9S3", "method": "ωB97M-V/def2-TZVPD", "symbols": ["C", "C", "C", "O", "C", "O", "O", "H", "H", "H", "H", "H", "H", "C", "C", "C", "O", "C", "O", "O", "H", "H", "H", "H", "H", "H", "C", "S", "O", "C", "H", "H", "H", "H", "H", "H", "C", "S", "O", "C", "H", "H", "H", "H", "H", "H", "C", "S", "O", "C", "H", "H", "H", "H", "H", "H"], "xyz": [[0.62544, -1.93102, -2.17911], [-0.73784, -2.07072, -1.60071], [-1.28660, -0.93975, -0.74216], [-2.69086, -0.97048, -1.06674], [-2.85752, -1.52473, -2.29058], [-3.85575, -1.45854, -2.92610], [-1.75499, -2.22676, -2.64423], [0.63402, -1.08070, -2.87202], [1.05352, -2.82890, -2.61117], [1.34834, -1.57506, -1.43446], [-0.85983, -3.02683, -1.08708], [-0.95088, 0.04781, -1.06848], [-1.15102, -1.11494, 0.31858], [6.55752, 3.12876, -0.94345], [5.64514, 2.35229, -0.03506], [4.45187, 3.16233, 0.49518], [3.30424, 2.39622, 0.12243], [3.67162, 1.30944, -0.58915], [2.91186, 0.49312, -0.99797], [4.99718, 1.33435, -0.83355], [7.26009, 2.45196, -1.43565], [7.11427, 3.92503, -0.45346], [5.99318, 3.56278, -1.77389], [6.21206, 1.83568, 0.73784], [4.40541, 4.15257, 0.03897], [4.43363, 3.31654, 1.57346], [-5.65078, 2.47370, 2.33226], [-5.99039, 0.82940, 1.71795], [-7.45844, 0.74199, 1.54704], [-5.21779, 1.01029, 0.08868], [-6.17391, 3.27297, 1.81158], [-4.56611, 2.59261, 2.38146], [-5.98320, 2.48849, 3.37424], [-5.01796, -0.00932, -0.21973], [-4.26324, 1.52546, 0.21920], [-5.86469, 1.65033, -0.50639], [0.88989, -5.73422, 1.49443], [-0.84335, -5.72875, 1.08016], [-1.15181, -4.32325, 0.72524], [-0.73657, -6.63409, -0.47848], [1.00288, -4.95054, 2.24620], [1.50486, -5.46705, 0.63512], [1.22926, -6.65937, 1.95954], [-0.91948, -7.69334, -0.30633], [0.22090, -6.45053, -0.95731], [-1.56706, -6.24537, -1.06654], [0.32866, 1.84347, 1.48267], [-0.79463, 3.20093, 1.02985], [-1.52561, 2.69338, -0.16284], [0.45660, 4.30346, 0.36867], [1.17559, 2.19540, 2.07156], [0.64372, 1.45114, 0.51960], [-0.25739, 1.20523, 2.14000], [-0.06135, 5.20512, 0.03521], [1.00633, 3.80049, -0.42111], [1.11099, 4.69155, 1.15660]], "atomic_forces_ev_per_a": [[0.8, 1.4, 0.1], [-0.9, -1.6, 0.2], [-0.4, 0.0, -1.0], [0.0, 0.1, 0.1], [0.5, -0.6, 0.4], [-0.3, 0.1, -0.2], [0.1, 1.1, -0.1], [-0.1, -0.4, -0.4], [-0.3, -0.1, -0.3], [-0.2, -0.3, 0.3], [0.4, 0.3, 0.5], [0.4, 0.0, 0.3], [0.0, 0.1, 0.1], [0.2, -0.1, -0.8], [-0.2, 0.0, -0.4], [0.0, 0.2, 0.2], [0.0, 0.1, 0.3], [0.2, 0.3, -0.5], [0.0, -0.1, 0.1], [-0.1, -0.2, 0.4], [0.1, 0.0, 0.3], [0.0, -0.1, 0.2], [-0.2, 0.1, 0.2], [-0.1, 0.1, 0.2], [-0.1, -0.1, -0.2], [0.1, -0.2, 0.0], [0.3, 0.1, 0.9], [0.4, 0.1, 0.0], [-0.3, -0.1, -0.2], [0.2, 0.3, 1.0], [0.1, -0.1, -0.4], [0.0, 0.2, -0.3], [-0.2, -0.1, -0.1], [-0.3, 0.1, -0.7], [0.1, -0.1, 0.0], [-0.1, -0.4, -0.3], [0.6, 0.3, 0.4], [-0.2, -0.4, 0.1], [0.0, 0.4, -0.1], [-0.3, 0.0, 0.2], [-0.1, 0.0, 0.0], [-0.1, -0.1, -0.1], [-0.2, -0.2, -0.2], [0.2, -0.1, 0.1], [0.0, 0.0, -0.2], [0.1, 0.0, -0.1], [-0.3, 0.8, 0.4], [0.4, -0.1, 0.0], [-0.2, -0.1, 0.1], [0.0, 0.8, 0.5], [0.0, 0.2, -0.2], [0.0, -0.5, 0.2], [0.0, -0.5, -0.4], [-0.1, -0.3, -0.4], [0.0, 0.1, -0.1], [0.1, -0.5, 0.1]], "total_charge": 0, "orbital_gap_ev": 8.30, "lumo_energy_ev": 0.14, "largest_force_ev_per_a": 1.82, "multiplicity": 1, "de_lowest_kj_mol": 0.0}


No. 4
{"formula": "C14H31BBrN5O5S", "method": "ωB97M-V/def2-TZVPD", "symbols": ["C", "C", "N", "B", "N", "O", "C", "N", "C", "C", "C", "C", "O", "C", "C", "O", "N", "N", "C", "C", "C", "C", "S", "C", "O", "O", "H", "H", "H", "H", "H", "H", "H", "H", "H", "H", "H", "H", "H", "H", "H", "H", "H", "H", "H", "H", "H", "H", "H", "H", "H", "H", "H", "H", "H", "H", "H", "Br"], "xyz": [[0.06007, 0.30412, 2.72475], [-0.78699, -0.26916, 1.89347], [-0.37741, -0.98341, 0.68507], [0.27335, -2.32901, 0.92358], [-0.31811, -3.48702, 0.26274], [1.35690, -2.43965, 1.70517], [-0.59013, -0.51739, -0.50663], [-0.18617, -1.18812, -1.63235], [1.19946, -1.04546, -2.14988], [2.09825, 0.04165, -1.55961], [3.05206, -0.38786, -0.40993], [4.19666, 0.63091, -0.40305], [5.38932, 0.08856, -0.99341], [6.47325, 0.12107, -0.15838], [6.96782, 1.43299, 0.39887], [7.05305, -0.91946, 0.10812], [-1.27172, 0.69970, -0.66409], [-2.61216, 0.73737, -0.16845], [-3.35392, -0.51091, -0.25083], [-4.86508, -0.22181, -0.13523], [-5.24204, 0.81263, 0.91980], [-4.80484, 0.46819, 2.35260], [-1.41579, 1.23739, -2.30209], [-2.34500, 2.75948, -2.09889], [-2.21980, 0.36899, -3.11282], [-0.15663, 1.57362, -2.88762], [-0.34326, 0.77957, 3.60761], [1.18342, 0.27994, 2.59430], [-1.85263, -0.29229, 2.07881], [-1.15542, -3.80907, 0.73643], [0.33986, -4.25283, 0.19887], [1.25605, -3.19276, 2.29549], [-0.57181, -2.11964, -1.68716], [1.13880, -0.88809, -3.22434], [1.71411, -2.00256, -2.03212], [1.58101, 0.95492, -1.26903], [2.75279, 0.34461, -2.37730], [3.41965, -1.40427, -0.52275], [2.51837, -0.24387, 0.58737], [3.87017, 1.51612, -0.95863], [4.33990, 0.96753, 0.61292], [7.56355, 1.96900, -0.33851], [6.17795, 2.09119, 0.75116], [7.61591, 1.19064, 1.23230], [-2.58490, 1.12472, 0.76406], [-3.21709, -1.03007, -1.19395], [-3.11880, -1.17985, 0.58823], [-5.42658, -1.15096, -0.05838], [-5.13628, 0.21099, -1.10202], [-6.31530, 0.99175, 0.92093], [-4.79375, 1.76187, 0.62391], [-5.31056, 1.15072, 3.03195], [-3.74040, 0.63507, 2.50624], [-5.11559, -0.54701, 2.58886], [-2.08964, 3.42651, -2.91135], [-3.38740, 2.46875, -2.15036], [-2.13516, 3.16292, -1.11331], [3.24865, 0.10906, 2.67886]], "atomic_forces_ev_per_a": [[0.6, -0.2, -0.3], [-0.4, 0.2, 0.1], [0.0, 0.3, 0.7], [0.2, -1.1, -0.6], [-0.1, 0.4, 0.5], [-0.6, 0.7, 0.2], [0.2, 0.1, -0.2], [0.3, 0.6, -0.2], [0.4, -0.2, -0.4], [0.7, -0.7, 0.2], [-1.4, 1.3, 0.2], [-0.6, 0.1, 0.0], [0.3, 0.3, 0.5], [0.8, -1.9, 0.5], [-0.2, 0.0, 0.1], [-0.7, 1.4, -0.7], [-0.4, -0.6, -0.4], [0.5, 0.1, -0.1], [-1.2, -0.4, 1.2], [0.2, 0.8, -0.9], [0.3, -0.1, 0.4], [-0.5, 0.5, -0.5], [-0.3, 1.1, -2.6], [-0.2, -0.8, 0.9], [-0.6, -0.4, 0.8], [0.6, 0.0, 1.0], [-0.1, 0.0, 0.1], [-0.9, 0.1, 0.1], [-0.1, -0.2, -0.1], [-0.3, 0.0, -0.5], [-0.1, -0.1, 0.1], [0.6, -0.2, -0.1], [0.2, -0.1, 0.2], [-0.3, 0.1, 0.0], [0.0, -0.1, 0.2], [-0.3, -0.1, 0.0], [-0.2, 0.0, -0.2], [0.1, -0.1, 0.1], [0.8, -0.7, -1.4], [0.2, 0.0, -0.2], [0.4, -0.2, 0.3], [-0.1, 0.0, -0.2], [-0.1, 0.0, -0.1], [0.0, 0.0, 0.1], [-0.1, 0.1, 0.0], [0.5, 0.2, -0.1], [0.4, -0.2, -0.2], [0.1, -0.1, 0.3], [-0.2, -0.1, -0.1], [-0.1, -0.2, -0.1], [0.0, 0.1, 0.0], [0.0, -0.1, 0.2], [0.1, -0.3, 0.1], [0.3, -0.1, 0.2], [0.3, -0.1, -0.1], [-0.1, 0.1, 0.0], [0.1, 0.3, -0.1], [0.8, 0.2, 1.2]], "total_charge": 0, "orbital_gap_ev": 5.79, "lumo_energy_ev": -1.21, "largest_force_ev_per_a": 2.84, "multiplicity": 1}


> multiplicity of number 2 (C14H30NO12)?

2


> multiplicity of number 1 (C14H30NO11PS2)?

1